(1)
C15H58N10O14 | wB97M-V/def2-TZVPD

Calculated values
ΔE to the lowest compared entry with this formula, charge and spin: 85.4 kcal per mole
Net charge: 0
Molecular weight: 602.685 u
HOMO: -9.17 eV
LUMO level: -0.03 eV

The geometry in XYZ format:
```
97
C15H58N10O14 wB97M-V/def2-TZVPD
H -2.25594 -2.88466 2.21557
H -0.15349 0.82325 -0.68327
H 4.03953 3.06104 1.22910
H 2.63181 2.05751 0.69351
H -1.05742 1.45312 3.08063
N 1.23035 2.99827 -1.17861
H -1.39908 0.05709 1.22021
H 1.34204 3.72282 -3.69957
H 4.08153 1.82300 -1.30155
H 1.54259 5.00986 0.35607
N -0.40999 2.12756 2.67337
H 1.20583 3.77375 1.85446
O 1.01652 1.63710 4.47230
C 0.00434 2.15397 -3.75393
C 4.62558 -0.75166 -2.03726
H 4.08153 1.34135 0.81898
H 1.13392 -1.25173 -0.89965
H -0.50880 -1.44300 1.32782
H -0.20308 4.96464 0.89155
N 2.70206 -3.25180 -2.05527
O 1.39993 -0.38348 -0.52429
O -2.38533 -4.17678 -2.46940
O 1.10770 -1.33529 -3.28030
N 0.40558 3.35703 -3.95663
H -5.41759 -0.01659 -1.33285
O -1.07555 3.25927 -0.94895
H 1.97944 -0.89829 3.76630
N 0.98517 1.31516 -3.46739
N 1.32091 3.32159 2.80753
H 0.57820 -1.43577 4.67217
H -3.79598 2.74012 0.11352
H 0.19151 -2.87189 3.04482
H -4.14570 1.08430 3.67970
C 0.66914 2.34347 3.31726
C 3.68508 2.28771 0.57653
H -0.64061 2.61672 1.84379
N 3.55450 0.08486 -2.01715
H -0.71994 -2.30810 -3.65701
H -4.03750 3.91777 2.57032
H -2.69863 1.97119 3.78674
H -4.43446 2.14960 1.68689
O -3.45461 3.80039 1.87235
H 1.93283 1.66351 -3.70559
O 0.92471 -2.37132 2.83564
H -1.20274 -1.13613 -0.22619
C 0.26737 3.62158 -0.54704
H 1.04632 2.42745 -2.00480
H -4.05760 1.21406 -1.94494
H 0.86605 0.37240 -3.19602
H 1.10747 -3.84920 0.61836
H 3.30392 -2.45997 -1.74473
H -3.45539 -0.56714 3.25812
O -1.32470 1.80552 -3.72139
H -0.55671 -0.60996 -3.93885
C -2.49547 -4.68043 2.52033
H -2.78628 -2.84175 -0.97057
H 3.00358 -3.75417 -2.87816
C 0.98574 -1.22668 3.66553
H -1.90382 -5.01821 -2.62068
H 5.60188 -2.09422 -1.13765
N 4.80922 -1.48388 -1.00601
C -2.27487 -3.76314 -1.10816
H 2.18419 2.87923 -0.83968
H 0.77549 0.86307 0.79375
N 0.63249 4.45338 0.39964
O -2.68115 -0.01133 3.41262
H 1.44970 -2.24587 -3.04955
O 4.03822 2.65431 -0.80997
H -2.25522 -4.79934 3.54410
H -3.59555 -4.52905 2.48862
H -0.27074 4.10378 -3.90907
C -0.78291 -0.63437 0.61468
C -3.56206 0.34470 -1.75272
H 2.27145 -2.53304 0.26680
H 0.25979 -0.50670 3.22678
H 2.31968 3.39253 3.18668
C -3.10936 1.10488 4.09162
H 3.26948 0.50934 -2.92415
O -4.57675 -0.32699 -1.04900
H -3.34238 -0.07839 -2.75247
H -1.24914 -3.69398 -0.84921
C 0.29612 0.22168 0.02959
H -0.55355 -1.20847 -2.27752
C -0.22117 -1.39695 -3.27469
H -2.65899 0.48172 -1.16606
H 4.33105 -1.55249 -0.08703
H -2.25274 -5.60211 2.02968
H -2.86224 -4.54062 -0.55812
C 1.82870 -3.83070 -1.30039
C -3.62805 2.59062 1.17598
O -1.72329 -3.56193 1.98874
N 1.72733 -3.31442 -0.13266
O 5.39633 -0.84108 -3.22749
H -2.75360 1.95663 1.14862
H 2.82223 0.05866 -1.26487
H -3.14979 1.02487 5.13939
O 1.11380 -4.92434 -1.76825
```

Taken from the Löwdin analysis, the atomic charges in e are: atom 1 (H): -0.0016, atom 2 (H): 0.0689, atom 3 (H): 0.0829, atom 4 (H): 0.0388, atom 5 (H): 0.0803, atom 6 (N): 0.1682, atom 7 (H): 0.0676, atom 8 (H): 0.1357, atom 9 (H): 0.0236, atom 10 (H): 0.1728, atom 11 (N): 0.1962, atom 12 (H): 0.0538, atom 13 (O): -0.1372, atom 14 (C): -0.6295, atom 15 (C): -0.5849, atom 16 (H): 0.0665, atom 17 (H): 0.0707, atom 18 (H): 0.0618, atom 19 (H): 0.1938, atom 20 (N): 0.1483, atom 21 (O): -0.1143, atom 22 (O): -0.1433, atom 23 (O): -0.1528, atom 24 (N): 0.1628, atom 25 (H): 0.0565, atom 26 (O): -0.1295, atom 27 (H): 0.0619, atom 28 (N): 0.1526, atom 29 (N): 0.1356, atom 30 (H): 0.0970, atom 31 (H): 0.0785, atom 32 (H): 0.0026, atom 33 (H): 0.1031, atom 34 (C): -0.6491, atom 35 (C): -0.1032, atom 36 (H): 0.0853, atom 37 (N): 0.1313, atom 38 (H): 0.1122, atom 39 (H): 0.0375, atom 40 (H): 0.0241, atom 41 (H): 0.0647, atom 42 (O): -0.0893, atom 43 (H): 0.1345, atom 44 (O): -0.1331, atom 45 (H): 0.0447, atom 46 (C): -0.5501, atom 47 (H): 0.0507, atom 48 (H): 0.0462, atom 49 (H): 0.0352, atom 50 (H): 0.1903, atom 51 (H): 0.0822, atom 52 (H): 0.0970, atom 53 (O): -0.0885, atom 54 (H): 0.0812, atom 55 (C): -0.0951, atom 56 (H): 0.0571, atom 57 (H): 0.1479, atom 58 (C): -0.1321, atom 59 (H): 0.0906, atom 60 (H): 0.1399, atom 61 (N): 0.1508, atom 62 (C): -0.1526, atom 63 (H): 0.0567, atom 64 (H): 0.1050, atom 65 (N): 0.0980, atom 66 (O): -0.1142, atom 67 (H): 0.0849, atom 68 (O): -0.1431, atom 69 (H): 0.0594, atom 70 (H): 0.0962, atom 71 (H): 0.1308, atom 72 (C): -0.0461, atom 73 (C): -0.1538, atom 74 (H): 0.1087, atom 75 (H): 0.0542, atom 76 (H): 0.1506, atom 77 (C): -0.1614, atom 78 (H): 0.1174, atom 79 (O): -0.1152, atom 80 (H): 0.0926, atom 81 (H): 0.0389, atom 82 (C): -0.3211, atom 83 (H): 0.0636, atom 84 (C): -0.1882, atom 85 (H): 0.0623, atom 86 (H): 0.1494, atom 87 (H): 0.0747, atom 88 (H): 0.0907, atom 89 (C): -0.6587, atom 90 (C): -0.1545, atom 91 (O): -0.0967, atom 92 (N): 0.1712, atom 93 (O): -0.1365, atom 94 (H): 0.0473, atom 95 (H): 0.0739, atom 96 (H): 0.0812, atom 97 (O): -0.1159

(2)
C15H5F4N2O2 | wB97M-V/def2-TZVPD

Calculated values
ΔE to the lowest compared entry with this formula, charge and spin: 14.2 kcal per mole
Net charge: -1
Molecular weight: 321.209 u
HOMO: -3.44 eV
LUMO level: -0.08 eV

The geometry in XYZ format:
```
28
C15H5F4N2O2 wB97M-V/def2-TZVPD
H 0.43321 -2.35103 -1.40130
F -2.34482 -1.35474 2.58354
C -1.19416 -0.65971 2.54490
C -1.19337 0.69297 2.54797
N 3.63082 1.67408 -3.80525
C 0.03825 1.47609 2.51541
C 1.26946 0.69177 2.51285
C -0.74362 -0.52615 -1.46027
H -1.83797 -2.17989 -0.61854
C 0.38601 1.40620 -2.43631
O 0.03733 2.71433 2.47918
C -1.86208 -1.11923 -0.85404
C 1.26800 -0.65916 2.51254
C -0.73964 0.85046 -1.84841
O 0.03249 -2.68052 2.43285
N -4.07560 0.07231 -0.37151
C 0.43687 -1.29645 -1.69699
C 2.68708 1.20868 -3.29100
C 1.54738 -0.72479 -2.28619
H -1.63426 1.45725 -1.67833
C -3.03591 -0.43059 -0.59838
F -2.34277 1.38727 2.57142
F 2.42024 1.38939 2.50988
H 0.38699 2.45645 -2.73604
F 2.41856 -1.35836 2.50351
H 2.44214 -1.32365 -2.47081
C 1.53330 0.62961 -2.66306
C 0.03608 -1.44260 2.50236
```

Taken from the natural (NBO) analysis, the atomic charges in e are: atom 1 (H): 0.1969, atom 2 (F): -0.2735, atom 3 (C): 0.2866, atom 4 (C): 0.3196, atom 5 (N): -0.4165, atom 6 (C): 0.3774, atom 7 (C): 0.2895, atom 8 (C): 0.0113, atom 9 (H): 0.2227, atom 10 (C): -0.1401, atom 11 (O): -0.4560, atom 12 (C): -0.5835, atom 13 (C): 0.2825, atom 14 (C): -0.2808, atom 15 (O): -0.4558, atom 16 (N): -0.4722, atom 17 (C): -0.2221, atom 18 (C): 0.3134, atom 19 (C): -0.1669, atom 20 (H): 0.2219, atom 21 (C): 0.2784, atom 22 (F): -0.2783, atom 23 (F): -0.2788, atom 24 (H): 0.2120, atom 25 (F): -0.2810, atom 26 (H): 0.2103, atom 27 (C): -0.3093, atom 28 (C): 0.3922

Number 1: DFT total energy -2206.9383 a.u.. Number 2: DFT total energy -1234.0477 a.u..